{"formula": "C6H10O2", "method": "the ωB97M-V functional and the def2-TZVPD basis", "charge": 0, "smiles": "C[C@@]12COC[C@]1(C)O2", "homo_lumo_gap_ev": 10.677, "symbols": ["C", "C", "C", "O", "C", "C", "C", "O", "H", "H", "H", "H", "H", "H", "H", "H", "H", "H"], "xyz": [[-1.174362, -1.458218, -0.742428], [-0.154373, -0.748493, 0.082107], [1.234587, -1.324733, 0.208607], [2.003596, -0.255178, 0.803288], [1.368153, 1.029780, 0.619163], [-0.063658, 0.687437, 0.325640], [-0.988553, 1.781965, -0.209485], [-0.579863, -0.162331, 1.285391], [-1.287450, -2.419073, -0.267223], [-0.755291, -1.659565, -1.717991], [-2.159543, -0.990482, -0.801151], [1.246722, -2.202408, 0.876696], [1.631116, -1.604505, -0.779560], [1.768462, 1.586406, -0.238357], [1.521413, 1.621106, 1.511997], [-1.984488, 1.380605, -0.331094], [-0.999230, 2.575597, 0.535252], [-0.627236, 2.162089, -1.160852]], "atomic_forces_ev_per_a": [[0.236, -0.228, 0.246], [0.058, 0.096, -0.840], [0.003, 0.758, 0.320], [0.145, -0.065, -0.127], [0.069, -1.063, -0.718], [-0.138, 1.755, -0.979], [0.777, -0.839, 0.430], [-0.937, -0.717, 1.819], [-0.381, -0.571, 0.109], [-0.110, 0.091, -0.466], [0.326, 0.160, 0.003], [0.184, 0.380, -0.149], [-0.027, 0.067, 0.182], [0.252, -0.170, 0.017], [-0.054, 0.021, 0.330], [-0.272, 0.009, -0.024], [-0.164, 0.196, -0.096], [0.031, 0.120, -0.059]], "nbo_charge": [-0.629, 0.182, -0.079, -0.531, -0.082, 0.201, -0.631, -0.484, 0.218, 0.217, 0.228, 0.196, 0.173, 0.167, 0.196, 0.223, 0.219, 0.216]}



{"formula": "C6H10O2", "method": "the ωB97M-V functional and the def2-TZVPD basis", "charge": 0, "smiles": "C#COCOC(C)C", "homo_lumo_gap_ev": 10.358, "symbols": ["C", "C", "O", "C", "O", "C", "C", "C", "H", "H", "H", "H", "H", "H", "H", "H", "H", "H"], "xyz": [[1.749672, 0.929606, 2.493784], [0.690397, 1.261369, 2.034556], [-0.457827, 1.538427, 1.498292], [-0.414605, 1.764079, 0.093876], [0.229622, 0.787664, -0.628388], [-0.490882, -0.425340, -0.879040], [-0.717332, -1.258916, 0.378879], [0.331302, -1.197092, -1.907946], [2.652344, 0.730915, 2.983885], [-1.480105, 1.885171, -0.206369], [0.131562, 2.693360, -0.113609], [-1.478417, -0.155625, -1.313200], [-1.175931, -2.209435, 0.106238], [0.232587, -1.443483, 0.870203], [-1.375100, -0.747463, 1.085697], [0.468790, -0.583999, -2.801984], [-0.210417, -2.103051, -2.187653], [1.314340, -1.466187, -1.507220]], "atomic_forces_ev_per_a": [[-0.962, 0.404, -0.231], [0.726, -0.320, 0.191], [-0.273, -0.070, 0.407], [-0.426, 0.557, -1.305], [-0.055, -0.047, 0.214], [-0.245, -0.348, -0.180], [-0.172, 0.341, -0.048], [-0.265, 0.296, 0.002], [0.582, -0.162, 0.236], [0.555, -0.192, 0.282], [-0.072, -0.166, 0.236], [0.403, -0.053, 0.101], [0.012, -0.016, 0.003], [0.150, -0.083, 0.089], [0.059, -0.101, -0.067], [0.058, -0.098, 0.064], [0.121, 0.009, 0.004], [-0.195, 0.049, 0.001]], "nbo_charge": [-0.383, 0.314, -0.508, 0.231, -0.525, 0.104, -0.645, -0.618, 0.235, 0.161, 0.174, 0.161, 0.213, 0.223, 0.219, 0.217, 0.210, 0.217]}



Short version: E_tot = -385.05346 -384.99522 Ha, in the order given.
Short version: E_HOMO = -9.766 -9.361 eV, in the order given.
Short version: relative energy (zero: lowest compared OMol25 entry of this formula, charge and spin) = 128.48 281.40 kJ/mol, in the order given.